No. 1
14
Properties=species:S:1:pos:R:3 method="wB97M-V/def2-TZVPD" homo_energy_ev=-10.03 fmax_ev_per_a=10.440 charge=0
C -0.002 -1.521 -0.498
C 0.203 -0.097 -0.040
C 1.012 0.788 -0.750
C 0.736 2.170 -0.362
C -0.251 2.523 0.566
C -0.590 0.130 1.117
H -0.868 -3.231 -0.596
H 1.605 0.384 -1.375
H 1.382 3.019 -0.735
H -0.653 3.631 0.938
H -0.594 -0.880 2.186
N -0.759 1.444 1.443
O -1.020 -2.379 -0.072
O 0.744 -2.244 -1.267


No. 2
15
Properties=species:S:1:pos:R:3 method="wB97M-V/def2-TZVPD" homo_energy_ev="-9.31 / -7.49" fmax_ev_per_a=4.292 charge=0
C 0.110 -1.641 -0.844
C 0.688 -2.593 -0.019
C 1.005 -0.626 0.995
C 0.396 -0.331 -0.234
C 0.299 2.074 -1.231
C 0.117 0.909 -0.700
N -1.684 1.519 1.130
O -1.757 0.923 2.170
O -2.392 2.392 0.604
O 1.181 -1.992 1.135
H -0.189 -1.994 -1.760
H 0.692 -3.638 0.014
H 1.078 0.049 1.879
H -0.613 2.779 -1.247
H 1.069 2.171 -1.892